DFT (ωB97M-V/def2-TZVPD) results for 2 unconnected molecules or ions with the total composition C51H79FNO5P.

Strongest force on any atom ... 0.0734 Eh/bohr
HOMO ... -5.630 eV
HOMO-LUMO gap ... 0.200 Ha
E ... -77895.3612 eV
E_LUMO ... -0.20 eV

Bonds (Å) are listed after each position.
Atoms and positions in Å:
1 C 8.46691 5.62659 2.49168  C2 1.577, H43 1.129, H44 1.122, H45 1.117
2 C 8.27655 4.06352 2.58559  C1 1.577, C3 1.555, H46 1.129, H47 1.119
3 C 7.40982 3.43393 1.45858  C2 1.555, C4 1.475, C16 1.477
4 C 6.26770 2.59217 1.86268  C3 1.475, C5 1.441, H48 1.113
5 C 5.39532 1.94246 0.91769  C4 1.441, C6 1.480, C41 1.568
6 C 5.62491 2.11234 -0.53418  C5 1.480, C7 1.452, C18 1.536
7 C 6.74566 2.93407 -0.95386  C6 1.452, C8 1.555, C16 1.480
8 C 7.06190 3.14640 -2.46154  C7 1.555, C9 1.610, H49 1.127, H50 1.114
9 C 6.52900 4.57935 -2.96721  C8 1.610, C10 1.577, H51 1.118, H52 1.129
10 C 5.44906 5.18360 -1.99045  C9 1.577, C11 1.587, H53 1.124, H54 1.118
11 C 4.71654 6.46585 -2.57035  C10 1.587, N12 1.481, H55 1.132, H56 1.125
12 N 5.02138 7.69781 -1.80684  C11 1.481, C13 1.454, H57 1.020
13 C 4.50336 7.65548 -0.44891  N12 1.454, C14 1.565, O15 1.212
14 C 2.98750 7.62695 -0.06039  C13 1.565, H58 1.123, H59 1.116, H60 1.127
15 O 5.30754 7.61433 0.45737  C13 1.212
16 C 7.66012 3.58354 0.01106  C3 1.477, C7 1.480, C17 1.555
17 C 8.89421 4.43213 -0.40826  C16 1.555, H61 1.122, H62 1.127, H63 1.118
18 C 4.65120 1.37667 -1.46747  C6 1.536, O19 1.214, C20 1.567
19 O 4.90729 0.99894 -2.59214  C18 1.214
20 C 3.22461 1.04781 -0.90847  C18 1.567, C21 1.443, C40 1.486
21 C 2.13910 0.89426 -1.84636  C20 1.443, F22 1.374, C23 1.471
22 F 2.25778 1.03323 -3.20771  C21 1.374
23 C 0.79535 0.55622 -1.35142  C21 1.471, C24 1.565, C25 1.472
24 C -0.36321 0.35661 -2.38449  C23 1.565, H64 1.125, H65 1.125, H66 1.115
25 C 0.54775 0.41792 0.09272  C23 1.472, C26 1.557, C29 1.485
26 C -0.90887 0.05668 0.50674  C25 1.557, O27 1.263, O28 1.302
27 O -1.04846 -0.88958 1.33224  C26 1.263
28 O -1.97406 0.63342 0.02819  C26 1.302
29 C 1.66817 0.59034 1.05165  C25 1.485, C30 1.549, C40 1.450
30 C 1.33302 0.44603 2.55750  C29 1.549, C31 1.581, H67 1.115, H68 1.129
31 C 0.29349 1.50130 3.10911  C30 1.581, C32 1.582, H69 1.121, H70 1.131
32 C 0.70020 3.01444 2.88917  C31 1.582, C33 1.592, C34 1.575, H71 1.133
33 C 2.19371 3.30813 3.35448  C32 1.592, H72 1.116, H73 1.131, H74 1.122
34 C 0.41819 3.59386 1.45254  C32 1.575, C35 1.593, H75 1.120, H76 1.131
35 C -1.07780 3.42522 0.93095  C34 1.593, C36 1.584, H77 1.124, H78 1.114
36 C -1.68273 4.85173 0.60299  C35 1.584, C37 1.428, H79 1.126
37 C -2.05417 5.18810 -0.73450  C36 1.428, C38 1.562, C39 1.580
38 C -1.08052 5.76778 -1.80969  C37 1.562, H80 1.115, H81 1.129, H82 1.131
39 C -3.55765 5.01586 -1.18770  C37 1.580, H83 1.126, H84 1.116, H85 1.121
40 C 2.99811 0.87960 0.55048  C20 1.486, C29 1.450, C41 1.535
41 C 4.23397 1.03178 1.44811  C5 1.568, C40 1.535, O42 1.213
42 O 4.41993 0.48738 2.51600  C41 1.213
43 H 8.90978 5.95942 3.47596  C1 1.129
44 H 9.23052 5.91774 1.72265  C1 1.122
45 H 7.50502 6.18190 2.37657  C1 1.117
46 H 9.29914 3.58855 2.64953  C2 1.129
47 H 7.76183 3.84830 3.55616  C2 1.119
48 H 6.10381 2.47910 2.95746  C4 1.113
49 H 8.18234 3.20963 -2.56978  C8 1.127
50 H 6.73908 2.31429 -3.12790  C8 1.114
51 H 6.20272 4.53161 -4.03543  C9 1.118
52 H 7.40736 5.28782 -2.93553  C9 1.129
53 H 6.00576 5.53222 -1.07804  C10 1.124
54 H 4.65369 4.43428 -1.75244  C10 1.118
55 H 3.60589 6.28851 -2.69632  C11 1.132
56 H 5.11254 6.61687 -3.61237  C11 1.125
57 H 4.74497 8.54093 -2.31079  N12 1.020
58 H 2.88708 8.13790 0.93463  C14 1.123
59 H 2.34299 8.07805 -0.85224  C14 1.116
60 H 2.72232 6.54712 0.12526  C14 1.127
61 H 9.42963 4.03973 -1.31298  C17 1.122
62 H 9.65178 4.38091 0.42407  C17 1.127
63 H 8.60407 5.50840 -0.49631  C17 1.118
64 H -1.15576 1.12430 -2.16383  C24 1.125
65 H -0.87177 -0.63837 -2.25631  C24 1.125
66 H -0.02620 0.50562 -3.43718  C24 1.115
67 H 2.21236 0.45641 3.24262  C30 1.115
68 H 0.85386 -0.56810 2.68423  C30 1.129
69 H -0.75848 1.33310 2.75908  C31 1.121
70 H 0.26068 1.34772 4.22959  C31 1.131
71 H 0.05777 3.61668 3.60142  C32 1.133
72 H 2.94887 2.94791 2.61543  C33 1.116
73 H 2.26349 4.43441 3.42302  C33 1.131
74 H 2.37791 2.93400 4.39588  C33 1.122
75 H 1.14822 3.21254 0.69424  C34 1.120
76 H 0.60137 4.70769 1.52355  C34 1.131
77 H -1.00759 2.92133 -0.07091  C35 1.124
78 H -1.74825 2.85274 1.61199  C35 1.114
79 H -1.85726 5.59163 1.43426  C36 1.126
80 H -0.32768 6.48617 -1.40889  C38 1.115
81 H -1.71096 6.34620 -2.54574  C38 1.129
82 H -0.55701 4.97856 -2.42845  C38 1.131
83 H -3.76639 5.83354 -1.93359  C39 1.126
84 H -3.71743 4.02877 -1.68236  C39 1.116
85 H -4.21765 5.20501 -0.30174  C39 1.121
86 C -4.36593 -8.25126 3.32661  C87 1.524, H103 1.093, H104 1.092, H105 1.092
87 C -3.45180 -7.20068 2.70796  C86 1.524, C88 1.529, H106 1.091, H107 1.093
88 C -4.09064 -5.81402 2.62292  C87 1.529, C89 1.535, H108 1.093, H109 1.093
89 C -5.15735 -5.63908 1.53353  C88 1.535, P90 1.788, H110 1.097, H111 1.092
90 P -4.61420 -5.30895 -0.13716  C89 1.788, C91 1.801, C95 1.786, C99 1.791
91 C -3.42451 -3.95843 -0.06925  P90 1.801, C92 1.530, H112 1.094, H113 1.097
92 C -3.72330 -2.70567 0.75690  C91 1.530, C93 1.517, H114 1.093, H115 1.095
93 C -4.67867 -1.67565 0.18460  C92 1.517, C94 1.518, H116 1.093, H117 1.097
94 C -4.34570 -1.27312 -1.24034  C93 1.518, H118 1.093, H119 1.091, H120 1.095
95 C -5.96848 -4.69648 -1.12689  P90 1.786, C96 1.534, H121 1.092, H122 1.093
96 C -7.28469 -5.47146 -1.27097  C95 1.534, C97 1.532, H123 1.094, H124 1.095
97 C -7.39482 -6.50032 -2.40027  C96 1.532, C98 1.523, H125 1.094, H126 1.092
98 C -6.76682 -6.08190 -3.72356  C97 1.523, H127 1.093, H128 1.092, H129 1.092
99 C -3.66893 -6.61593 -0.91567  P90 1.791, C100 1.530, H130 1.093, H131 1.097
100 C -4.28411 -7.90555 -1.46146  C99 1.530, C101 1.531, H132 1.094, H133 1.090
101 C -5.06886 -8.76999 -0.47110  C100 1.531, C102 1.526, H134 1.094, H135 1.091
102 C -4.23529 -9.90423 0.11702  C101 1.526, H136 1.092, H137 1.092, H138 1.092
103 H -5.29671 -8.36635 2.76587  C86 1.093
104 H -3.86507 -9.22097 3.34537  C86 1.092
105 H -4.61881 -7.98648 4.35563  C86 1.092
106 H -3.11916 -7.53512 1.72422  C87 1.091
107 H -2.55199 -7.12848 3.32490  C87 1.093
108 H -3.29316 -5.08216 2.47183  C88 1.093
109 H -4.53968 -5.57974 3.59141  C88 1.093
110 H -5.75522 -4.76434 1.81690  C89 1.097
111 H -5.86479 -6.47108 1.55459  C89 1.092
112 H -3.15982 -3.68599 -1.09553  C91 1.094
113 H -2.51181 -4.40111 0.34775  C91 1.097
114 H -2.77457 -2.18474 0.91226  C92 1.093
115 H -4.07836 -2.99477 1.75159  C92 1.095
116 H -4.62667 -0.78678 0.81878  C93 1.093
117 H -5.72044 -2.01188 0.25152  C93 1.097
118 H -3.30851 -0.93609 -1.30897  C94 1.093
119 H -4.99108 -0.45289 -1.55949  C94 1.091
120 H -4.49319 -2.09665 -1.94744  C94 1.095
121 H -5.58977 -4.36954 -2.09747  C95 1.092
122 H -6.26409 -3.77249 -0.62243  C95 1.093
123 H -8.06930 -4.73078 -1.45290  C96 1.094
124 H -7.54158 -5.95182 -0.32153  C96 1.095
125 H -8.45607 -6.70408 -2.56985  C97 1.094
126 H -6.97751 -7.45473 -2.07410  C97 1.092
127 H -7.21402 -5.15740 -4.09646  C98 1.093
128 H -6.92739 -6.85930 -4.47366  C98 1.092
129 H -5.68831 -5.93517 -3.64055  C98 1.092
130 H -2.83798 -6.87567 -0.25424  C99 1.093
131 H -3.18674 -6.13407 -1.77559  C99 1.097
132 H -3.48236 -8.50279 -1.90610  C100 1.094
133 H -4.92846 -7.64630 -2.30159  C100 1.090
134 H -5.91380 -9.22789 -0.99344  C101 1.094
135 H -5.49808 -8.16643 0.32994  C101 1.091
136 H -3.95607 -10.61728 -0.66154  C102 1.092
137 H -4.81000 -10.44706 0.87037  C102 1.092
138 H -3.31909 -9.53628 0.58374  C102 1.092